# 1
Below is a structure of composition C62H43Cl2CoF3N2O9S6, with properties calculated with ωB97M-V with the def2-TZVPD basis set.

Positions of all 128 atoms, in Å:
Co: 1.23548 0.73563 -0.95938
C: 0.05084 1.51070 7.71616
C: 0.28658 1.10495 6.28528
C: -0.69120 1.30319 5.31697
C: -0.46813 0.95056 3.99538
C: 0.74260 0.38800 3.63917
C: 1.74463 0.20246 4.57929
C: 1.50609 0.55349 5.89874
S: 1.06110 -0.09339 1.94176
O: 0.10574 0.69671 1.10747
C: 0.29351 -1.72439 2.04141
C: 1.23066 -2.77020 2.21741
C: 0.82260 -4.06717 2.24886
C: -0.53776 -4.38628 2.01212
C: -0.97923 -5.73149 1.96769
C: -2.28271 -6.03455 1.70328
C: -3.20570 -4.99725 1.45280
C: -2.81045 -3.69116 1.50155
C: -1.46706 -3.34248 1.80084
C: -1.04181 -1.97326 1.88620
C: -2.15492 -0.97693 2.03270
C: -2.80839 -1.01301 3.31671
C: -2.25605 -1.71931 4.41608
C: -2.87669 -1.73675 5.63213
C: -4.09413 -1.05107 5.82357
C: -4.63887 -0.34338 4.79090
C: -4.00563 -0.29614 3.52493
C: -4.54927 0.45599 2.45049
C: -3.88499 0.53673 1.26882
C: -2.65774 -0.14421 1.07121
S: -1.89727 0.06234 -0.57928
O: -2.93778 -0.43926 -1.52383
C: -2.08654 1.87445 -0.63887
C: -1.78186 2.75837 0.39139
C: -1.93039 4.11857 0.18553
C: -2.37749 4.62089 -1.03453
C: -2.46273 6.10396 -1.26520
C: -2.69407 3.72078 -2.04379
C: -2.55156 2.35412 -1.85150
H: -1.00457 1.71397 7.89748
H: 0.61363 2.41392 7.96237
H: 0.37092 0.72678 8.40485
H: -1.64291 1.74100 5.59736
H: -1.21722 1.13170 3.23518
H: 2.70934 -0.18200 4.27206
H: 2.28850 0.41743 6.63704
H: 2.27991 -2.51132 2.30641
H: 1.53386 -4.87013 2.40201
H: -0.25057 -6.51734 2.13039
H: -2.60659 -7.06678 1.65719
H: -4.22912 -5.23883 1.19630
H: -3.52242 -2.90650 1.28141
H: -1.31263 -2.23494 4.29361
H: -2.42585 -2.27467 6.45638
H: -4.58532 -1.07761 6.78850
H: -5.56609 0.20288 4.92228
H: -5.48760 0.97943 2.59367
H: -4.28061 1.12258 0.44907
H: -1.39650 2.39536 1.33155
H: -1.66675 4.80381 0.98380
H: -2.74221 6.63098 -0.35202
H: -3.18975 6.34304 -2.04262
H: -1.49014 6.48681 -1.58387
H: -3.03731 4.08987 -3.00398
H: -2.79885 1.65324 -2.63781
F: 1.71478 5.93268 2.11812
C: 2.42695 5.89550 0.97715
F: 2.41315 7.19047 0.52773
F: 3.70637 5.66380 1.31044
C: 1.88022 4.95801 -0.06536
C: 1.49901 5.50456 -1.27045
C: 0.96684 4.68922 -2.25470
C: 0.86625 3.34792 -1.97045
N: 1.26178 2.77341 -0.82911
C: 1.77482 3.54886 0.19015
S: 2.29172 2.92777 1.68522
H: 1.60882 6.56686 -1.43873
H: 0.65029 5.06535 -3.21715
H: 0.44931 2.65725 -2.69093
O: 0.54667 0.75547 -2.80235
C: 1.11990 0.56257 -4.02951
C: 2.02060 -0.67857 -4.11055
C: 1.55098 -1.95822 -4.03863
C: 2.54994 -2.94015 -4.24570
C: 3.77139 -2.38415 -4.48283
S: 3.70196 -0.67883 -4.44716
C: 0.00351 0.30407 -5.04099
C: 0.10164 0.09699 -6.38698
C: -1.15328 -0.17023 -6.99321
C: -2.17132 -0.17299 -6.08382
S: -1.60856 0.15275 -4.50207
C: 1.86623 1.84330 -4.43091
C: 3.00905 2.34667 -3.88560
C: 3.31631 3.65665 -4.34908
C: 2.39150 4.13823 -5.22169
S: 1.14461 2.99650 -5.50015
H: 0.50774 -2.17544 -3.85661
H: 2.36921 -4.00554 -4.20258
H: 4.71449 -2.88271 -4.63728
H: 1.04440 0.12418 -6.91559
H: -1.28769 -0.36421 -8.04864
H: -3.21926 -0.35462 -6.25898
H: 3.59100 1.83486 -3.12621
H: 4.18298 4.21400 -4.02184
H: 2.37123 5.09681 -5.71532
Cl: 4.61705 -0.74313 1.78086
C: 5.20592 -0.41462 0.13310
Cl: 6.89636 0.16241 0.22805
C: 4.31085 0.53385 -0.72715
O: 4.86057 0.94548 -1.74473
O: 3.13568 0.66449 -0.32494
H: 5.22565 -1.37140 -0.37863
O: 3.18029 -2.07363 -0.93839
C: 1.95683 -2.13984 -0.96403
O: 1.09550 -1.20532 -0.85671
C: 1.34419 -3.53229 -1.12055
C: 2.17802 -4.63864 -1.01741
C: 1.69373 -5.92124 -1.22951
C: 0.36279 -6.11296 -1.55796
C: -0.45687 -5.00149 -1.65051
C: 0.00223 -3.71315 -1.42839
N: -1.87311 -5.21327 -1.99754
O: -2.24764 -6.36636 -2.17605
O: -2.59160 -4.24155 -2.07793
H: 3.22119 -4.45711 -0.79163
H: 2.35475 -6.77582 -1.15041
H: -0.04910 -7.09391 -1.74102
H: -0.66126 -2.86234 -1.50530

## Properties
HOMO level (spin up / spin down) = -0.0789 / -0.0787 Ha
HOMO-LUMO gap (spin up / spin down) = 5.720 / 5.714 eV
net charge = -2
multiplicity = 2
<S²> = 0.757
relative energy (zero: lowest compared OMol25 entry of this formula, charge and spin) = 0.000 eV

=====

# 2
Below is a structure of composition C62H45AsBrF15GeHfN4O2STe, with properties calculated with ωB97M-V with the def2-TZVPD basis set.

Positions of all 134 atoms, in Å:
Hf: -0.04273 0.27085 0.12622
Br: -6.89600 2.55323 -2.51372
C: -5.42496 1.50558 -1.74036
C: -5.30586 0.21478 -2.50377
C: -4.18059 -0.49569 -2.56776
C: -3.01709 -0.05129 -1.75138
C: -2.86451 1.48604 -1.67172
C: -4.13230 2.33430 -1.60969
N: -1.65681 -0.50416 -1.95923
C: -1.24644 -0.90587 -3.08548
C: 0.18220 -1.13382 -3.27162
C: 0.65197 -1.81479 -4.38473
C: 2.01758 -2.01519 -4.51682
C: 2.85491 -1.49225 -3.54835
C: 2.29583 -0.79785 -2.48296
N: 0.98768 -0.62725 -2.32568
H: -6.19546 -0.12747 -3.01755
H: -4.12948 -1.42399 -3.12823
H: -2.05029 1.89902 -2.26302
H: -4.09151 3.29224 -2.11971
H: -1.91331 -1.05392 -3.93516
H: -0.05143 -2.19143 -5.11581
H: 2.41664 -2.55894 -5.36255
H: 3.92639 -1.62256 -3.60678
H: 2.92804 -0.34836 -1.72632
N: -0.94951 -2.02237 1.12747
C: -0.81267 -1.86400 2.58973
C: 0.25555 -0.81778 2.91857
O: 0.99576 -0.99730 3.85247
O: 0.23197 0.23627 2.14394
H: -1.72528 -2.65125 0.94730
H: -0.10693 -2.50781 0.80827
H: -0.53752 -2.78892 3.09256
H: -1.75711 -1.50013 3.00016
Te: 2.32784 1.73765 0.26007
C: 2.78857 3.42896 -0.97654
C: 2.97784 3.32094 -2.34929
C: 3.41002 4.41333 -3.08742
C: 3.66665 5.62372 -2.45889
C: 3.47244 5.73807 -1.08935
C: 3.03446 4.64785 -0.35208
H: 2.78581 2.37637 -2.84569
H: 3.55094 4.31893 -4.15734
H: 4.02232 6.47155 -3.02996
H: 3.66348 6.67920 -0.58864
H: 2.87510 4.73799 0.71614
C: -3.88839 7.09035 -2.92705
C: -3.24280 6.20789 -1.89542
C: -2.09445 5.48203 -2.16083
C: -1.50636 4.66636 -1.20069
C: -0.19601 4.02787 -1.57302
C: -2.07847 4.51501 0.08132
As: -1.02201 3.19496 1.24737
N: -1.60185 1.59406 0.54277
C: -2.84571 1.36517 -0.11839
C: -4.15669 2.21908 -0.06649
C: -5.51221 1.44962 -0.16304
C: -5.56266 0.08523 0.42324
C: -4.47215 -0.66338 0.38368
C: -3.19997 -0.15773 -0.19532
C: -1.87425 3.40918 3.03582
C: -1.48672 4.60287 3.67664
C: -0.51303 5.55062 3.01929
C: -2.02384 4.94228 4.90765
C: -2.93077 4.11576 5.55723
C: -3.53395 4.49680 6.88145
C: -3.23685 2.90299 4.96153
C: -2.71602 2.52627 3.72557
C: -3.12775 1.16927 3.21319
C: -3.24164 5.26317 0.35684
C: -4.02081 5.24996 1.65164
C: -3.78310 6.08872 -0.62628
H: -3.31270 7.10296 -3.85162
H: -3.96823 8.11376 -2.55741
H: -4.89755 6.74144 -3.15299
H: -1.63300 5.55665 -3.14030
H: 0.03231 4.19835 -2.62529
H: -0.18119 2.95139 -1.39757
H: 0.59909 4.47324 -0.98083
H: -4.14807 3.07054 0.59954
H: -6.33188 2.06608 0.19824
H: -6.49124 -0.26854 0.85460
H: -4.47364 -1.66934 0.79103
H: -2.38569 -0.76149 0.19604
H: -0.93743 5.98001 2.10653
H: 0.39726 5.01860 2.73407
H: -0.25012 6.36372 3.69327
H: -1.73499 5.88022 5.37089
H: -3.50877 5.57593 7.02803
H: -2.97850 4.03347 7.70004
H: -4.56713 4.15661 6.94739
H: -3.90385 2.21719 5.47519
H: -3.29540 0.49470 4.05467
H: -2.36408 0.74343 2.57152
H: -4.06229 1.22517 2.65218
H: -3.81900 4.38121 2.26133
H: -5.09059 5.28165 1.43781
H: -3.77824 6.13659 2.24228
H: -4.67978 6.65159 -0.38393
F: 1.71079 -4.25009 2.63738
C: 2.68286 -4.95626 2.03309
C: 3.75571 -4.27308 1.48718
C: 4.74107 -5.04234 0.89635
F: 5.83806 -4.47533 0.37984
C: 4.65450 -6.42378 0.83049
F: 5.61541 -7.13629 0.24176
C: 3.56185 -7.06925 1.38089
F: 3.47075 -8.39357 1.32276
C: 2.56532 -6.33117 1.99703
F: 1.51320 -6.94704 2.53840
Ge: 3.66596 -2.27711 1.60819
S: 1.96190 -1.74241 0.42245
C: 5.28115 -1.57941 0.63552
C: 5.34124 -1.81364 -0.73002
F: 4.38194 -2.54824 -1.31683
C: 6.36130 -1.34477 -1.53174
F: 6.36695 -1.59395 -2.84668
C: 7.38376 -0.60866 -0.95928
F: 8.37497 -0.14592 -1.71288
C: 7.36688 -0.35923 0.40011
F: 8.35453 0.34137 0.95616
C: 6.32131 -0.83982 1.17359
F: 6.36467 -0.56138 2.47915
C: 4.03040 -1.88248 3.52427
C: 4.54614 -2.80933 4.41008
F: 4.76833 -4.07439 4.02094
C: 4.86828 -2.47811 5.71493
F: 5.37590 -3.39434 6.54384
C: 4.66843 -1.18401 6.15640
F: 4.97195 -0.85648 7.40832
C: 4.16679 -0.22704 5.29029
F: 3.99299 1.02580 5.70969
C: 3.86516 -0.59481 3.99657
F: 3.45378 0.34598 3.15234

## Properties
HOMO level = -0.2619 Ha
HOMO-LUMO gap = 5.805 eV
relative energy (zero: lowest compared OMol25 entry of this formula, charge and spin) = 3.809 eV

=====

The records above yield M values of 1339.3 1728.6 g/mol, respectively.